1.
2 unconnected molecules or ions with the total composition CH8N2O in a non-equilibrium geometry, computed with ωB97M-V/def2-TZVPD.

Structure (XYZ):
```
12
Properties=species:S:1:pos:R:3:forces:R:3
N -1.0077 -0.2111 -1.4705 0.6 0.1 0.7
C -0.1922 0.7022 -0.7303 0.4 0.0 -0.4
N -0.5934 0.9753 0.6561 -0.8 -0.3 0.2
H -0.7421 -1.1695 -1.3611 -0.6 -0.2 -0.6
H -1.7151 0.1344 -2.0830 -0.1 -0.4 -0.1
H 0.8263 0.2860 -0.6957 -0.2 0.0 0.1
H -0.0918 1.6068 -1.3351 -0.1 0.3 0.5
H -1.4284 1.5604 0.7042 0.4 0.4 -0.4
H -1.0136 0.1035 0.9967 0.6 0.0 0.0
O 2.3238 -1.4405 1.8146 1.2 -0.2 -0.1
H 2.0653 -0.6544 1.3353 -0.5 0.1 0.1
H 1.5690 -1.8931 2.1689 -0.7 0.1 0.0
```
Forces are in eV/Å.

## Properties
Net charge ... 0
HOMO energy ... -9.1 eV
LUMO ... 0.8697 eV
Energy relative to the best compared isomer or geometry (same formula, charge and spin) ... 45.6 kJ/mol
SMILES string ... NCN.O

2.
2 unconnected molecules or ions with the total composition C2H8S2 in a non-equilibrium geometry, computed with ωB97M-V/def2-TZVPD.

Structure (XYZ):
```
12
Properties=species:S:1:pos:R:3:forces:R:3
C 0.0409 1.1745 -0.4495 0.5 -0.5 -0.4
C -0.9502 0.0326 -0.6803 -0.4 -0.3 0.5
S -1.9182 -0.5863 0.7680 0.3 1.1 -0.2
H -0.4195 2.0676 -0.0479 0.0 0.1 0.2
H 0.9641 0.9055 0.1011 -0.9 0.0 0.3
H 0.4658 1.4167 -1.4199 -0.2 0.3 -0.4
H -0.4187 -0.8486 -0.9836 0.3 -0.5 -0.4
H -1.7025 0.2315 -1.4517 0.4 0.3 0.1
H -2.3627 0.6665 1.0195 -0.2 -0.4 0.2
S 1.5429 -1.5483 1.3128 1.4 -1.3 1.2
H 2.0510 -1.2020 0.1494 0.4 0.1 -0.6
H 2.7070 -2.3097 1.6819 -1.6 1.1 -0.6
```
Forces are in eV/Å.

## Properties
Net charge ... 0
HOMO energy ... -9.0 eV
LUMO ... 0.7021 eV
Energy relative to the best compared isomer or geometry (same formula, charge and spin) ... 44.5 kJ/mol
SMILES string ... CCS.S

3.
A molecular structure, C8H28B3O4S2V in a non-equilibrium geometry, computed with ωB97M-V/def2-TZVPD.

Structure (XYZ):
```
46
Properties=species:S:1:pos:R:3:forces:R:3
V 1.6702 -0.1704 1.2633 0.5 1.1 0.7
B 3.5935 0.5536 0.5071 0.8 0.4 0.2
H 3.3027 -0.4207 0.1457 -1.1 -4.5 -1.3
H 3.6562 0.6157 1.5825 0.5 0.0 3.9
H 4.5112 0.8538 0.0256 3.0 1.1 -1.6
H 2.7691 1.1823 0.2084 -3.3 2.6 -1.4
B 0.5273 1.6107 1.7537 -0.1 0.8 0.3
H -0.0449 2.4871 2.0160 -2.3 2.8 0.8
H 0.5372 1.4579 0.6856 -0.1 -0.6 -4.0
H 1.5409 1.8145 2.0625 3.8 0.9 1.2
H 0.1727 0.7235 2.2551 -1.5 -3.3 2.0
B 2.2953 -1.0159 3.1664 0.1 -0.9 0.4
H 2.5205 -1.4619 4.1227 0.8 -1.4 3.1
H 1.3195 -1.3172 2.8180 -4.1 -1.3 -0.9
H 2.3027 0.0625 3.1308 0.1 4.4 -0.1
H 2.9553 -1.3582 2.3844 3.0 -1.5 -3.0
C -3.7852 -1.5931 0.7906 0.2 -1.0 -0.2
C -3.0417 -1.7240 -0.5740 0.9 0.8 0.6
C -1.9006 -2.7526 -0.4289 0.1 0.7 1.2
S -1.1378 -2.3764 1.2852 -2.5 -0.2 -1.4
O -0.2837 -1.1975 1.2107 -0.2 -0.6 -0.4
O -0.7112 -3.5947 1.9122 0.4 0.4 0.0
C -2.7887 -1.8935 1.9726 -0.3 -0.7 -0.4
H -4.5207 -2.3968 0.7560 -0.1 -0.1 0.5
H -4.3908 -0.6955 0.9157 0.5 0.2 -0.1
H -2.6324 -0.7370 -0.7895 0.4 0.0 -0.1
H -3.6540 -1.9343 -1.4509 -0.3 -0.3 0.3
H -1.1602 -2.7183 -1.2282 0.0 0.1 0.2
H -2.2652 -3.7699 -0.2866 0.0 0.0 0.0
H -2.7079 -1.2144 2.8214 0.2 0.4 -0.5
H -3.1335 -2.8297 2.4117 0.3 -0.1 0.1
C 1.0038 2.6590 -3.1515 1.3 -0.3 0.2
C 0.1348 2.9234 -1.9058 0.4 -0.9 0.5
C -0.8062 1.7064 -1.7575 -0.6 0.5 -0.2
S 0.1255 0.2200 -2.1288 0.7 2.6 -0.4
O -0.7311 -0.7568 -2.7567 0.4 -0.4 0.6
O 0.9732 -0.0570 -0.9658 -0.4 -0.9 -1.2
C 1.1433 1.0966 -3.4347 -1.7 0.0 -0.1
H 1.9867 3.1282 -3.1101 0.2 -0.2 0.7
H 0.5765 3.2797 -3.9391 -0.4 -1.0 -0.7
H -0.3864 3.8750 -2.0104 -0.3 -0.3 -0.1
H 0.7267 3.0262 -0.9962 0.1 -0.2 0.0
H -1.5644 1.6961 -2.5405 -0.1 0.1 -0.2
H -1.3438 1.6413 -0.8115 0.4 -0.1 0.2
H 0.6371 0.9281 -4.3852 -0.5 -0.3 0.2
H 2.0087 0.4444 -3.5520 0.8 1.0 0.5
```
Forces are in eV/Å.

## Properties
Net charge ... 0
HOMO energy (spin up / spin down) ... -9.1 / -10.0 eV
Spin multiplicity ... 3
LUMO (spin up / spin down) ... -0.3155 / 0.1081 eV

4.
A molecular structure, C20H51HgN3OSi4Ta in a non-equilibrium geometry, computed with ωB97M-V/def2-TZVPD.

Structure (XYZ):
```
81
Properties=species:S:1:pos:R:3:forces:R:3
N -1.6805 -0.6362 -0.9499 -1.7 0.4 0.2
C -3.8529 -3.0632 -0.4344 -1.1 0.3 0.5
O -4.8428 -2.7385 0.0147 1.1 -0.3 -0.5
Hg -2.5572 1.4599 -0.6883 0.8 -0.7 0.0
Ta -0.0455 -0.0465 -0.9868 2.9 -0.2 -1.6
N -0.3624 1.9713 -1.6982 -0.2 -0.4 -0.3
N 1.0551 -1.2350 -2.2340 -0.9 0.5 1.3
C -0.7218 2.2891 -3.1159 -0.7 0.3 -0.8
C 0.6977 -2.4079 -3.0840 -0.2 -0.8 -0.4
C -0.9736 3.8008 -3.3119 0.0 0.2 0.1
C 0.4018 1.8257 -4.0761 0.2 -0.2 0.2
C -2.0153 1.5390 -3.4952 0.6 -0.4 -0.1
C 0.2755 -3.5735 -2.1593 0.0 0.1 0.1
C 1.8840 -2.8521 -3.9702 0.1 0.1 0.0
C -0.4719 -2.0327 -4.0090 0.0 0.2 -0.1
H -1.4553 4.2364 -2.4155 0.1 -0.1 -0.4
H -1.6422 3.9663 -4.1749 0.4 -0.1 0.4
H -0.0408 4.3575 -3.5023 -0.4 -0.2 0.1
H 1.3591 2.3127 -3.8200 -0.4 -0.1 -0.1
H 0.1665 2.0769 -5.1264 0.0 -0.1 0.6
H 0.5358 0.7332 -3.9891 0.0 0.4 -0.2
H -1.9210 0.4554 -3.3021 -0.1 0.4 -0.2
H -2.2560 1.6923 -4.5606 0.0 -0.1 0.5
H -2.8890 1.9318 -2.9292 -0.1 0.2 -0.1
H 1.0615 -3.7864 -1.4120 -0.3 0.1 -0.3
H 0.0929 -4.5002 -2.7341 0.1 0.5 0.2
H -0.6493 -3.3036 -1.6210 0.3 -0.2 -0.2
H 2.7080 -3.2948 -3.3846 -0.4 0.2 -0.3
H 2.2833 -1.9983 -4.5465 -0.2 -0.4 0.1
H 1.5403 -3.6163 -4.6887 0.1 0.4 0.4
H -0.7721 -2.9069 -4.6143 0.1 0.4 0.3
H -0.1686 -1.2206 -4.6939 -0.1 -0.4 0.2
H -1.3330 -1.6736 -3.4230 0.2 -0.3 -0.2
C 0.6780 2.8558 -1.1519 0.4 0.4 0.6
H 0.6185 2.8388 -0.0497 0.2 0.0 -0.4
H 1.7145 2.5648 -1.4378 -0.6 0.0 0.0
H 0.5472 3.9152 -1.4577 0.0 -0.7 0.2
C 2.4889 -1.0230 -2.0440 0.6 0.5 0.0
H 2.6508 -0.2211 -1.2950 0.0 -0.2 -0.1
H 3.0274 -1.9238 -1.6768 -0.5 0.5 -0.1
H 2.9988 -0.6754 -2.9650 -0.3 -0.2 0.4
C -0.0930 3.4956 2.6376 0.2 0.1 -0.2
Si -1.0028 1.8618 2.7331 -0.2 1.3 0.8
C -1.1603 1.5089 4.5599 -0.1 -0.5 0.3
C -2.7461 2.2344 2.1655 -0.5 -0.7 0.2
Si 0.0092 0.0489 1.7020 -1.3 0.4 0.2
Si 2.1759 0.0338 2.2994 3.1 0.0 -0.1
C 2.4123 0.2897 4.1335 -0.8 0.2 0.6
C 2.9301 -1.6026 1.8230 -0.2 -0.3 -0.1
C 3.0793 1.4217 1.4351 -0.1 0.2 -0.1
Si -1.0177 -1.7773 2.5451 -1.0 -1.7 0.7
C -0.4870 -2.1629 4.2942 0.4 0.3 0.4
C -2.8654 -1.5217 2.5331 -0.2 0.4 -0.1
C -0.6215 -3.2717 1.5162 0.2 -0.1 -0.3
H -0.6251 4.2276 3.2801 0.3 -0.4 -0.2
H -0.0946 3.9091 1.6158 0.2 0.0 0.4
H 0.9404 3.3778 3.0153 -0.4 0.3 -0.3
H -1.6210 2.3868 5.0576 0.3 -0.4 -0.3
H -1.8201 0.6349 4.7181 0.4 0.4 0.2
H -0.1690 1.3201 5.0118 -0.6 0.0 0.0
H -2.7285 2.6687 1.1520 -0.2 0.5 -0.3
H -3.3811 1.3293 2.1916 0.1 0.4 0.0
H -3.1821 3.0004 2.8394 0.1 -0.3 -0.5
H 1.8803 -0.4907 4.7092 0.3 0.5 -0.1
H 3.4952 0.2419 4.3692 -0.5 0.0 -0.3
H 2.0332 1.2911 4.4151 0.2 -0.5 0.1
H 2.8026 -1.7713 0.7372 0.2 -0.2 0.5
H 4.0113 -1.5989 2.0754 -0.6 0.0 -0.2
H 2.4283 -2.4154 2.3851 0.4 0.2 -0.4
H 2.9901 1.3115 0.3399 0.2 0.2 0.4
H 2.6481 2.3959 1.7353 0.3 -0.3 -0.2
H 4.1503 1.3942 1.7209 -0.5 0.1 -0.2
H -0.6908 -1.3125 4.9698 0.2 -0.5 -0.1
H -1.0451 -3.0516 4.6527 0.3 0.5 -0.2
H 0.5963 -2.3941 4.3046 -0.5 0.0 0.2
H -3.1934 -1.2472 1.5126 -0.1 -0.2 0.5
H -3.3712 -2.4537 2.8582 0.2 0.5 -0.2
H -3.1345 -0.7091 3.2337 -0.1 -0.4 -0.3
H -1.0048 -3.0911 0.5010 0.2 -0.3 0.2
H 0.4715 -3.4454 1.4879 -0.5 -0.1 -0.1
H -1.1304 -4.1593 1.9441 0.3 0.4 -0.3
```
Forces are in eV/Å.

## Properties
Net charge ... +2
HOMO energy (spin up / spin down) ... -14.8 / -14.5 eV
Spin multiplicity ... 2
LUMO (spin up / spin down) ... -9.0110 / -9.7225 eV
Energy relative to the best compared isomer or geometry (same formula, charge and spin) ... 0.0 kJ/mol

5.
A molecular structure, CH13O5S in a non-equilibrium geometry, computed with ωB97M-V/def2-TZVPD.

Structure (XYZ):
```
20
Properties=species:S:1:pos:R:3:forces:R:3
C 1.7752 -2.1639 -0.7129 1.6 1.8 0.5
S 1.4175 -0.5632 0.4145 -0.3 -2.0 -0.6
H 2.9333 -2.1540 -0.6847 -2.0 -0.3 -0.4
H 1.4184 -3.1668 -0.4060 -0.1 0.9 0.3
H 1.3739 -1.8997 -1.7091 0.5 -0.4 0.5
H -0.7208 -0.8825 -1.2651 3.7 3.1 0.8
H -1.8507 -1.4256 -0.6552 1.2 -1.0 -3.0
O -1.2854 -1.5268 -1.5414 -4.9 -2.1 2.2
H -0.8025 -1.5881 2.8490 0.0 0.0 0.1
H 0.6256 -1.4259 2.0210 -1.2 0.1 3.2
O 0.1235 -1.5707 3.1156 1.4 0.2 -3.5
H 1.0892 3.1027 0.7976 0.1 0.2 0.0
H 0.5371 1.6845 0.7208 -0.1 0.3 -0.3
O 0.2682 2.6310 0.6506 0.0 -0.7 0.0
H -1.6212 2.0782 0.7947 -1.8 -2.4 0.5
H -1.8922 0.4657 1.0051 -0.4 2.0 -0.1
O -2.3583 1.3567 0.9428 2.3 0.3 -0.3
H -0.4227 1.6694 -2.5063 0.1 1.0 0.2
H -0.2711 2.7399 -1.4525 0.2 0.1 1.9
O -0.3370 2.6391 -2.3786 -0.3 -1.1 -2.0
```
Forces are in eV/Å.

## Properties
Net charge ... -1
HOMO energy ... -4.3 eV
LUMO ... 3.2716 eV
Energy relative to the best compared isomer or geometry (same formula, charge and spin) ... 217.7 kJ/mol

Question: Which of these has the highest net charge?
Answer: C20H51HgN3OSi4Ta

Question: Among the records above, which one has the highest net charge?
Answer: C20H51HgN3OSi4Ta

Question: Look up the net charge of the second one.
Answer: 0